Formula: C51H54ClN2O25
Source: OMol25
Level of theory: ωB97M-V/def2-TZVPD

The geometry in XYZ format:
```
133
Properties=species:S:1:pos:R:3:lowdin_charge:R:1
C -0.916 5.228 2.873 -0.121
C -2.248 4.515 2.548 -0.229
C -2.300 4.112 1.039 -0.248
N -3.183 2.956 0.929 -0.022
C -3.518 2.541 -0.454 -0.396
C -4.988 3.036 -0.738 -0.132
C -5.501 4.231 0.141 -0.647
C -6.648 4.914 -0.687 -0.144
Cl -6.319 3.684 1.684 0.558
C -2.473 2.969 -1.526 -0.076
C -2.557 2.265 -2.905 -0.445
C -3.565 2.959 -3.878 -0.030
C -1.149 2.536 -3.579 -0.026
N -2.689 0.801 -2.855 -0.131
O -2.913 0.281 -4.007 0.005
C -3.591 0.263 -1.831 -0.425
C -3.113 -1.205 -1.567 -0.039
C -5.094 0.089 -2.330 -0.005
C -3.528 0.959 -0.439 -0.062
H -0.043 4.673 2.495 0.066
H -0.884 6.215 2.384 0.073
H -0.798 5.327 3.961 0.068
H -2.236 3.552 3.090 0.103
H -3.140 5.068 2.866 0.104
H -2.621 4.957 0.413 0.112
H -1.246 3.900 0.767 0.105
H -2.834 2.171 1.466 0.107
H -5.183 3.308 -1.783 0.090
H -5.652 2.186 -0.518 0.094
H -4.764 5.016 0.320 0.082
H -7.510 5.185 -0.068 0.049
H -6.269 5.803 -1.217 0.077
H -7.022 4.237 -1.472 0.071
H -1.435 2.826 -1.179 0.118
H -2.575 4.053 -1.696 0.123
H -3.511 4.050 -3.757 0.093
H -4.609 2.668 -3.695 0.061
H -3.328 2.658 -4.905 0.078
H -1.255 2.533 -4.670 0.076
H -0.883 3.567 -3.292 0.085
H -0.411 1.809 -3.220 0.088
H -2.051 -1.115 -1.283 0.066
H -3.223 -1.836 -2.456 0.082
H -3.631 -1.639 -0.699 0.093
H -5.800 0.212 -1.499 0.059
H -5.224 -0.955 -2.656 0.076
H -5.333 0.706 -3.203 0.071
H -2.591 0.651 0.068 0.120
H -4.344 0.646 0.230 0.108
C -8.252 -2.520 3.203 0.078
C -7.990 -1.875 2.060 -0.233
C -6.850 -0.911 1.953 -0.307
O -6.628 -0.353 0.895 0.092
C -6.039 -0.666 3.136 0.079
C -6.299 -1.304 4.282 -0.234
C -7.424 -2.290 4.386 -0.312
O -7.609 -2.860 5.445 0.112
O -5.578 -1.102 5.387 0.114
O -8.724 -2.054 0.958 0.113
H -9.069 -3.220 3.297 0.136
H -5.231 0.046 3.036 0.135
H -5.969 -1.684 6.068 0.122
H -8.327 -1.477 0.277 0.120
C 2.739 -3.100 0.679 0.065
C 1.403 -3.114 0.757 -0.221
C 0.601 -1.855 0.643 -0.304
O -0.614 -1.923 0.702 0.095
C 1.316 -0.596 0.470 0.080
C 2.653 -0.582 0.395 -0.226
C 3.456 -1.845 0.482 -0.322
O 4.668 -1.786 0.389 0.104
O 3.340 0.549 0.240 0.094
O 0.714 -4.240 0.939 0.065
H 3.332 -4.002 0.755 0.140
H 0.724 0.307 0.406 0.131
H 4.286 0.287 0.218 0.090
H -0.226 -3.974 0.958 0.130
C 4.291 -4.330 -5.478 0.074
C 3.492 -3.999 -4.458 -0.241
C 4.032 -3.347 -3.222 -0.304
O 3.268 -3.041 -2.324 0.111
C 5.468 -3.105 -3.145 0.080
C 6.265 -3.441 -4.164 -0.245
C 5.723 -4.067 -5.410 -0.319
O 6.491 -4.335 -6.315 0.113
O 7.586 -3.236 -4.130 0.108
O 2.175 -4.232 -4.497 0.113
H 3.914 -4.798 -6.376 0.139
H 5.847 -2.650 -2.240 0.134
H 7.927 -3.564 -4.985 0.121
H 1.821 -3.904 -3.648 0.120
C 4.554 2.058 3.118 0.085
C 5.648 1.491 2.601 -0.215
C 6.900 1.318 3.404 -0.311
O 7.859 0.777 2.886 0.118
C 6.910 1.813 4.776 0.078
C 5.816 2.384 5.295 -0.236
C 4.556 2.533 4.499 -0.310
O 3.585 3.043 5.024 0.115
O 5.787 2.851 6.545 0.112
O 5.687 1.045 1.339 0.079
H 3.645 2.186 2.547 0.133
H 7.824 1.698 5.340 0.137
H 4.887 3.211 6.673 0.121
H 6.586 0.679 1.214 0.134
C -0.307 -5.047 4.948 0.078
C 0.744 -5.350 4.175 -0.212
C 2.034 -5.838 4.761 -0.310
O 2.952 -6.116 4.011 0.113
C 2.131 -5.953 6.211 0.075
C 1.081 -5.647 6.983 -0.237
C -0.218 -5.184 6.396 -0.317
O -1.145 -4.936 7.145 0.109
O 1.131 -5.736 8.314 0.111
O 0.703 -5.235 2.844 0.074
H -1.243 -4.696 4.537 0.136
H 3.072 -6.289 6.623 0.136
H 0.248 -5.462 8.631 0.121
H 1.583 -5.516 2.528 0.121
C 6.235 0.226 -5.813 0.084
C 4.902 0.191 -5.718 -0.224
C 4.073 1.435 -5.812 -0.312
O 2.862 1.341 -5.736 0.115
C 4.763 2.708 -5.986 0.077
C 6.098 2.745 -6.078 -0.236
C 6.924 1.498 -6.011 -0.311
O 8.133 1.587 -6.119 0.115
O 6.765 3.891 -6.235 0.112
O 4.235 -0.953 -5.535 0.106
H 6.844 -0.665 -5.749 0.131
H 4.156 3.601 -6.035 0.137
H 7.710 3.644 -6.276 0.121
H 3.289 -0.704 -5.502 0.127
```

Results
Calculated total energy   -120447.0797 eV
Multiplicity   2
HOMO-LUMO gap (spin up / spin down)   6.7885 / 6.9986 eV
⟨S²⟩   0.754
Highest occupied orbital energy (spin up / spin down)   -8.49 / -8.70 eV
Total charge   0
Max |F|   3.21 eV Å⁻¹

---

Formula: C54H44AsF6N6O3P2S2Ti
Source: OMol25
Level of theory: ωB97M-V/def2-TZVPD

The geometry in XYZ format:
```
119
Properties=species:S:1:pos:R:3:lowdin_charge:R:1
Ti 1.800 -0.085 0.011 1.056
O 3.471 -0.437 -2.142 -0.094
N 3.077 0.750 -1.506 -0.120
C 3.718 1.748 -1.961 -0.028
C 3.461 3.157 -1.714 -0.195
C 4.346 4.041 -2.339 -0.026
C 4.154 5.405 -2.298 -0.055
C 3.037 5.913 -1.647 -0.037
C 2.161 5.044 -1.019 -0.058
C 2.363 3.667 -1.026 -0.286
P 1.179 2.656 -0.037 1.118
C 1.262 3.673 1.478 -0.373
C 2.472 3.606 2.171 -0.114
C 2.690 4.401 3.282 -0.063
C 1.693 5.263 3.723 -0.070
C 0.492 5.339 3.034 -0.069
C 0.281 4.557 1.904 -0.092
C -0.377 2.990 -0.903 -0.360
C -0.328 3.114 -2.293 -0.104
C -1.495 3.268 -3.021 -0.072
C -2.720 3.309 -2.370 -0.056
C -2.776 3.179 -0.991 -0.060
C -1.612 2.993 -0.261 -0.101
H 4.040 -0.866 -1.443 0.012
H 4.490 1.510 -2.688 0.150
H 5.197 3.633 -2.874 0.118
H 4.856 6.068 -2.784 0.112
H 2.854 6.979 -1.622 0.114
H 1.299 5.446 -0.501 0.117
H 3.240 2.910 1.853 0.108
H 3.627 4.330 3.818 0.111
H 1.854 5.872 4.603 0.106
H -0.285 6.014 3.368 0.108
H -0.652 4.653 1.366 0.097
H 0.626 3.098 -2.809 0.102
H -1.448 3.355 -4.099 0.105
H -3.635 3.420 -2.936 0.111
H -3.731 3.184 -0.484 0.095
H -1.681 2.830 0.806 0.068
S -3.163 -0.607 -1.393 0.530
C -4.329 0.481 -0.681 -0.782
C -5.370 1.042 -1.444 -0.151
C -6.283 1.922 -0.881 -0.113
C -6.198 2.267 0.462 -0.119
C -5.187 1.721 1.241 -0.121
C -4.256 0.843 0.692 -0.449
As -2.682 0.209 1.633 1.307
C -3.267 -1.592 2.129 -0.417
C -4.329 -2.250 1.520 -0.114
C -4.633 -3.562 1.866 -0.088
C -3.882 -4.227 2.828 -0.108
C -2.825 -3.572 3.448 -0.094
C -2.517 -2.265 3.094 -0.124
C -2.994 1.037 3.396 -0.391
C -2.116 2.044 3.790 -0.127
C -2.254 2.671 5.023 -0.089
C -3.273 2.288 5.882 -0.097
C -4.149 1.276 5.506 -0.086
C -4.009 0.654 4.273 -0.113
H -5.439 0.770 -2.490 0.088
H -7.072 2.342 -1.495 0.095
H -6.916 2.950 0.900 0.092
H -5.112 1.995 2.286 0.088
H -4.918 -1.745 0.765 0.085
H -5.461 -4.065 1.382 0.099
H -4.123 -5.248 3.098 0.095
H -2.234 -4.079 4.202 0.100
H -1.684 -1.764 3.576 0.089
H -1.294 2.327 3.139 0.067
H -1.553 3.445 5.315 0.096
H -3.380 2.766 6.847 0.097
H -4.942 0.968 6.178 0.100
H -4.691 -0.138 3.989 0.107
N 5.704 -6.601 -3.656 0.107
C 5.275 -5.650 -2.756 -0.318
C 5.435 -4.288 -3.029 -0.028
C 5.039 -3.337 -2.109 -0.056
C 4.465 -3.727 -0.905 -0.282
C 4.326 -5.081 -0.611 -0.063
C 4.724 -6.031 -1.527 -0.019
S 3.986 -2.548 0.313 0.648
O 4.196 -3.141 1.591 -0.246
O 4.697 -1.311 -0.019 -0.334
N 2.438 -2.111 0.058 -0.199
C 1.369 -2.973 0.188 -0.469
N 1.501 -4.287 0.257 0.152
C 0.354 -4.974 0.297 -0.099
C -0.892 -4.379 0.234 -0.024
C -0.909 -2.992 0.152 -0.096
N 0.219 -2.299 0.151 0.100
H 5.861 -6.312 -4.605 0.092
H 5.362 -7.538 -3.544 0.093
H 5.896 -3.978 -3.960 0.111
H 5.214 -2.294 -2.329 0.103
H 3.904 -5.373 0.339 0.107
H 4.623 -7.084 -1.291 0.114
H 0.454 -6.052 0.370 0.111
H -1.807 -4.952 0.252 0.105
H -1.833 -2.425 0.066 0.037
N 0.465 -0.297 -1.621 0.147
C 0.063 -0.804 -2.569 -0.077
C -0.336 -1.554 -3.715 -0.201
C 0.590 -2.471 -4.220 -0.017
C 0.243 -3.248 -5.308 -0.070
C -1.016 -3.112 -5.885 -0.064
C -1.930 -2.201 -5.372 -0.054
C -1.598 -1.414 -4.282 -0.043
H 1.561 -2.563 -3.748 0.119
H 0.949 -3.965 -5.703 0.106
H -1.286 -3.726 -6.734 0.107
H -2.914 -2.114 -5.813 0.112
H -2.313 -0.733 -3.829 0.036
F 0.614 -0.151 1.743 -0.291
P 1.627 -0.158 3.124 0.230
F 1.918 -1.684 2.841 -0.092
F 2.733 -0.084 4.236 -0.071
F 2.815 0.226 1.890 -0.264
F 1.338 1.397 3.244 -0.108
F 0.414 -0.501 4.066 -0.081
```

Results
Calculated total energy   -212308.7846 eV
Energy above the lowest of the compared OMol25 structures with the same formula, charge and spin   49.5 kJ/mol
Multiplicity   2
HOMO-LUMO gap (spin up / spin down)   4.4347 / 4.4917 eV
⟨S²⟩   0.754
Highest occupied orbital energy (spin up / spin down)   -6.06 / -6.06 eV
Total charge   0
Max |F|   1.56 eV Å⁻¹

---

Formula: C7H10S
Source: OMol25
Level of theory: ωB97M-V/def2-TZVPD

The geometry in XYZ format:
```
18
Properties=species:S:1:pos:R:3:lowdin_charge:R:1
C 0.566 2.007 -0.434 0.053
C 0.350 0.688 -0.510 -0.271
C -1.021 -0.055 -0.381 -0.335
C -1.790 0.278 0.857 -0.079
C -0.640 -1.503 -0.305 -0.099
C 0.641 -1.687 -0.191 -0.107
C 1.408 -0.390 -0.539 -0.639
S 2.970 -0.097 0.332 0.721
H -0.187 2.700 -0.086 0.060
H 1.515 2.435 -0.670 0.048
H -1.632 0.145 -1.255 0.140
H -2.704 -0.316 0.849 0.078
H -1.248 0.046 1.778 0.091
H -2.077 1.356 0.898 0.088
H -1.396 -2.309 -0.296 0.127
H 1.103 -2.667 -0.051 0.110
H 1.717 -0.537 -1.604 0.116
H 2.423 -0.092 1.607 -0.100
```

Results
Calculated total energy   -18254.9525 eV
Energy above the lowest of the compared OMol25 structures with the same formula, charge and spin   121.9 kJ/mol
Multiplicity   1
HOMO-LUMO gap   9.8650 eV
Highest occupied orbital energy   -8.98 eV
Total charge   0
Structure (SMILES)   C=C1[C@H](C)C=C[C@@H]1S
Max |F|   1.85 eV Å⁻¹

---

Formula: C5H32N2O9
Source: OMol25
Level of theory: ωB97M-V/def2-TZVPD

The geometry in XYZ format:
```
48
Properties=species:S:1:pos:R:3:lowdin_charge:R:1
C -1.300 -2.579 -0.022 -0.109
N -0.932 -1.252 -0.528 -0.138
C -0.209 -0.444 0.477 -0.182
C 0.069 0.965 -0.082 -0.339
C 1.548 1.194 -0.361 -0.050
N -0.469 1.956 0.898 -0.113
C -0.741 3.266 0.290 -0.096
H -1.842 -2.594 0.969 0.096
H -0.375 -3.181 0.080 0.076
H -1.933 -3.088 -0.763 0.082
H -1.798 -0.698 -0.817 0.097
H -0.751 -0.400 1.422 0.092
H 0.741 -0.951 0.708 0.085
H -0.448 1.110 -1.039 0.120
H 2.193 1.033 0.531 0.091
H 1.768 2.172 -0.723 0.062
H 1.920 0.483 -1.150 0.071
H 0.179 2.012 1.690 0.101
H -1.550 3.126 -0.469 0.091
H -1.154 3.963 1.094 0.105
H 0.139 3.681 -0.118 0.047
O 2.384 -0.569 2.382 -0.034
H 1.616 -0.090 2.654 -0.018
H 2.308 -1.419 2.699 -0.017
O 0.271 0.685 3.471 -0.055
H -0.625 0.679 3.256 -0.057
H 0.319 0.853 4.471 0.127
O -2.299 0.875 2.735 -0.095
H -2.908 0.170 2.391 0.081
H -1.978 1.336 1.928 0.019
O 1.182 -1.259 -2.417 -0.072
H 0.459 -1.355 -1.740 0.033
H 1.254 -2.034 -2.976 0.080
O 0.856 1.143 -3.601 -0.058
H 1.110 0.274 -3.189 0.015
H 1.180 1.772 -2.988 0.011
O 3.046 -1.735 0.043 -0.046
H 2.887 -1.112 0.715 -0.041
H 2.539 -1.419 -0.735 0.027
O -1.678 0.300 -3.622 -0.018
H -0.976 0.884 -3.795 -0.008
H -1.287 -0.487 -3.280 0.024
O -3.197 0.603 -1.422 -0.111
H -4.157 0.524 -1.710 0.083
H -2.674 0.670 -2.250 -0.013
O 1.878 -3.185 1.988 -0.064
H 1.007 -2.959 1.688 -0.005
H 2.431 -2.920 1.215 0.023
```

Results
Calculated total energy   -27112.7413 eV
Energy above the lowest of the compared OMol25 structures with the same formula, charge and spin   57.8 kJ/mol
Multiplicity   1
HOMO-LUMO gap   9.7308 eV
Highest occupied orbital energy   -9.44 eV
Total charge   0
Structure (SMILES)   CNC[C@H](C)NC.O.O.O.O.O.O.O.O.O
Max |F|   4.58 eV Å⁻¹

---

Formula: C6H9NO
Source: OMol25
Level of theory: ωB97M-V/def2-TZVPD

The geometry in XYZ format:
```
17
Properties=species:S:1:pos:R:3:lowdin_charge:R:1
C 0.626 -1.960 -0.389 -0.019
C 0.508 -0.806 0.565 -0.449
C 0.120 1.280 -0.510 -0.229
C 1.003 0.516 0.285 0.029
C -1.044 0.256 0.096 -0.263
C 0.109 2.164 -1.489 0.053
O 0.510 -1.153 1.888 0.011
N -1.787 0.335 1.151 0.026
H -0.432 -1.075 2.178 0.109
H -1.860 1.265 1.558 0.048
H 1.406 1.042 1.147 0.138
H -1.337 -0.202 -0.851 0.148
H 1.580 -2.464 -0.234 0.091
H 0.550 -1.609 -1.419 0.089
H -0.163 -2.689 -0.190 0.091
H 1.031 2.507 -1.941 0.064
H -0.818 2.594 -1.846 0.064
```

Results
Calculated total energy   -9900.2410 eV
Energy above the lowest of the compared OMol25 structures with the same formula, charge and spin   517.5 kJ/mol
Multiplicity   1
HOMO-LUMO gap (spin up / spin down)   7.3756 / 7.3778 eV
Highest occupied orbital energy (spin up / spin down)   -7.97 / -7.98 eV
Total charge   0
Max |F|   2.96 eV Å⁻¹

---

Formula: C30H47ClFeP2
Source: OMol25
Level of theory: ωB97M-V/def2-TZVPD

The geometry in XYZ format:
```
81
Properties=species:S:1:pos:R:3:lowdin_charge:R:1
Fe 0.925 1.402 -0.550 0.274
C 0.403 1.023 1.707 -0.314
C -0.386 2.069 1.087 -0.311
C -1.282 0.000 0.493 -0.258
C -0.145 -0.247 1.295 -0.253
C -1.381 1.412 0.270 -0.297
C 1.290 1.183 2.890 -0.050
H 1.699 2.194 2.964 0.071
H 2.126 0.469 2.886 0.075
H 0.698 0.995 3.802 0.107
C 0.259 -1.580 1.812 -0.032
H 1.198 -1.545 2.382 0.076
H 0.400 -2.326 1.013 0.062
H -0.542 -1.949 2.478 0.102
C -2.382 -0.956 0.220 -0.036
H -3.135 -0.805 1.009 0.105
H -2.074 -2.006 0.265 0.058
H -2.873 -0.784 -0.747 0.083
C -2.553 2.072 -0.358 -0.051
H -3.373 2.138 0.376 0.105
H -2.929 1.510 -1.225 0.076
H -2.327 3.087 -0.703 0.072
C -0.368 3.513 1.425 -0.045
H -1.086 3.768 2.220 0.098
H -0.624 4.116 0.548 0.073
H 0.625 3.824 1.761 0.071
C 4.742 1.349 -2.830 -0.133
C 4.887 2.237 -1.828 -0.176
C 4.946 3.720 -2.083 -0.167
C 3.979 4.221 -3.193 -0.164
C 2.668 3.511 -3.324 -0.121
C 2.422 2.558 -4.259 -0.150
C 3.515 1.881 -5.030 -0.166
C 4.865 1.670 -4.287 -0.164
H 5.982 3.996 -2.362 0.130
H 4.535 4.160 -4.136 0.103
H 4.766 4.289 -1.161 0.108
H 5.500 2.547 -4.478 0.109
H 4.744 0.285 -2.594 0.092
H 5.293 1.877 -0.869 0.104
H 5.377 0.821 -4.779 0.125
H 3.145 0.894 -5.336 0.107
H 1.442 2.437 -4.746 0.094
H 3.697 2.415 -5.987 0.133
H 3.787 5.297 -3.029 0.127
H 1.847 3.970 -2.775 0.092
P 2.753 0.372 -0.178 0.902
C 4.004 -0.887 -0.227 -0.238
C 3.267 2.053 0.352 -0.237
P 0.070 0.979 -2.446 0.918
C 2.065 0.793 -1.946 -0.441
C -0.336 2.695 -2.924 -0.246
C -0.254 -0.183 -3.762 -0.237
H 3.596 -1.801 -0.689 0.052
H 4.267 -1.105 0.825 0.065
H 4.898 -0.559 -0.771 0.036
H 3.380 2.788 -0.457 0.031
H 4.246 1.924 0.822 0.071
H 2.597 2.501 1.092 0.028
H 0.489 -0.045 -4.563 0.051
H -1.277 0.027 -4.131 0.072
H -0.200 -1.212 -3.359 0.024
H 2.352 -0.034 -2.599 0.068
H 2.594 1.669 -2.290 -0.027
H -1.435 2.741 -2.974 0.056
H 0.098 2.959 -3.891 0.020
H 0.018 3.419 -2.162 0.051
Cl 2.484 -3.848 -3.210 0.724
C 1.298 -4.730 -2.361 -0.626
C 1.275 -6.106 -2.473 -0.102
C 0.315 -6.863 -1.775 -0.059
C -0.631 -6.208 -0.978 -0.083
C -0.663 -4.827 -0.892 -0.022
C 0.316 -4.019 -1.577 -0.304
C 0.326 -2.634 -1.542 0.012
H 1.997 -6.587 -3.119 0.105
H 0.312 -7.948 -1.863 0.112
H -1.372 -6.803 -0.434 0.113
H -1.429 -4.320 -0.296 0.109
H -0.541 -2.070 -1.198 0.050
H 1.197 -2.089 -1.878 0.006
```

Results
Calculated total energy   -97346.5486 eV
Energy above the lowest of the compared OMol25 structures with the same formula, charge and spin   0.0 kJ/mol
Multiplicity   6
HOMO-LUMO gap (spin up / spin down)   7.1694 / 6.8502 eV
⟨S²⟩   8.861
Highest occupied orbital energy (spin up / spin down)   -9.32 / -10.06 eV
Total charge   +1
Max |F|   6.18 eV Å⁻¹